2 unconnected molecules or ions with the total composition C2H7S3 at a distorted geometry, computed with ωB97M-V/def2-TZVPD.

Structure (XYZ):
```
12
Properties=species:S:1:pos:R:3
C 1.782 -1.262 0.587
S 2.210 -0.079 -0.701
H 1.193 -0.758 1.338
H 2.805 -1.723 0.928
H 1.110 -2.079 0.197
C -1.028 1.310 1.876
S -1.577 0.899 0.114
S -1.103 -0.870 -0.830
H -0.820 2.370 1.638
H -1.945 1.485 2.337
H -0.298 0.862 2.642
H 0.950 0.348 -1.198
```

Values from the calculation:
Energy above the lowest of the compared OMol25 structures with the same formula, charge and spin (eV): 1.592
Frontier orbital gap (eV): 5.895
Total charge: -1
LUMO (eV): 3.591